Model 1:
C5H7NS2 | ωB97M-V/def2-TZVPD

Geometry as XYZ:
```
15
Properties=species:S:1:pos:R:3:nbo_charge:R:1
C 1.966 1.181 -0.227 -0.6991
C 0.534 0.929 -0.026 -0.1832
S -0.669 2.109 -0.099 0.7547
N -1.900 1.095 0.111 -0.7561
C -1.743 -0.262 0.152 -0.0506
S -3.118 -1.255 0.031 -0.3502
C -0.450 -0.652 0.078 0.0531
C 0.192 -1.990 0.047 -0.6784
H 2.164 2.244 -0.698 0.2317
H 2.452 0.469 -0.824 0.2442
H 2.573 1.300 0.737 0.2548
H -2.829 1.469 0.558 0.4583
H -0.621 -2.616 0.405 0.2673
H 0.934 -1.848 0.758 0.2241
H 0.515 -2.174 -1.001 0.2294
```

Gap between HOMO and LUMO (spin up / spin down), eV: 6.5 / 6.5
Multiplicity: 1
Net charge: 0
M, g mol⁻¹: 145.25
SMILES: Cc1s[nH]c(=S)c1C

Model 2:
C5H7NS2 | ωB97M-V/def2-TZVPD

Geometry as XYZ:
```
15
Properties=species:S:1:pos:R:3:nbo_charge:R:1
C -1.390 0.435 0.002 -0.0755
C -0.437 0.719 1.115 -0.3882
C 0.559 -0.462 1.230 -0.2222
C 0.551 -0.445 -1.235 -0.2248
C -0.428 0.729 -1.109 -0.3950
H -0.880 1.018 2.070 0.2477
H 1.240 -0.268 2.066 0.2081
H -0.063 -1.303 1.529 0.1790
H 1.898 -1.424 -0.022 0.3794
H -0.031 -1.326 -1.527 0.1818
H 1.273 -0.250 -2.033 0.2089
H -0.852 1.045 -2.082 0.2498
N 1.299 -0.597 -0.004 -0.6277
S -2.973 0.082 -0.005 0.0498
S 0.235 2.046 0.006 0.2289
```

Gap between HOMO and LUMO, eV: 8.7
Multiplicity: 1
Net charge: 0
M, g mol⁻¹: 145.25

Stability, highest: model 2

Model 1:
C4H7IN2O | ωB97M-V/def2-TZVPD

Geometry as XYZ:
```
15
Properties=species:S:1:pos:R:3:nbo_charge:R:1
C -1.710 -0.500 -0.658 0.6010
C 0.425 -0.978 0.270 -0.2362
C 1.430 0.078 -0.264 -0.3393
C -0.991 0.810 1.162 -0.4129
N -0.835 -0.300 0.227 -0.4768
N 0.801 1.205 -0.938 -0.4722
O -2.015 -1.164 -1.601 -0.5581
I 0.898 0.941 -2.919 0.3803
H 0.388 -1.857 -0.452 0.2216
H 0.476 -1.423 1.211 0.2140
H 1.828 0.431 0.668 0.2131
H 2.218 -0.377 -0.870 0.2090
H -0.426 1.650 0.650 0.2400
H -2.007 0.993 1.462 0.2291
H -0.479 0.492 2.052 0.1876
```

Gap between HOMO and LUMO (spin up / spin down), eV: 9.3 / 5.5
Multiplicity: 1
Net charge: 0
M, g mol⁻¹: 226.02

Model 2:
C4H7IN2O | ωB97M-V/def2-TZVPD

Geometry as XYZ:
```
15
Properties=species:S:1:pos:R:3:nbo_charge:R:1
N 0.044 -2.100 0.917 -0.6459
N -0.062 -0.895 0.255 -0.2907
C -0.885 -0.502 -0.736 0.6482
O -1.700 -1.215 -1.275 -0.6194
C -0.601 0.964 -1.037 -0.4924
C 0.098 1.527 0.201 -0.4616
C 0.881 0.375 0.780 -0.1138
I 2.848 0.116 -0.051 0.0796
H -0.873 -2.538 0.970 0.3768
H 0.677 -2.729 0.421 0.3586
H 0.052 0.998 -1.913 0.2367
H -1.525 1.483 -1.281 0.2404
H 0.734 2.373 -0.050 0.2313
H -0.640 1.850 0.941 0.2253
H 0.951 0.294 1.857 0.2270
```

Gap between HOMO and LUMO, eV: 9.6
Multiplicity: 1
Net charge: 0
M, g mol⁻¹: 226.02
SMILES: NN1C(=O)CC[C@@H]1I

Stability, highest: model 2

Model 1:
C2H4N2 | ωB97M-V/def2-TZVPD

Geometry as XYZ:
```
8
Properties=species:S:1:pos:R:3:nbo_charge:R:1
N -2.094 1.311 1.988 -0.3980
C -1.653 0.633 1.166 0.1485
C -0.572 -0.196 -0.030 -0.1656
N 0.778 0.180 -0.109 -0.8195
H -0.782 -1.179 0.423 0.2384
H -1.201 0.158 -0.802 0.2168
H 1.022 1.144 0.001 0.3918
H 1.513 -0.396 0.471 0.3876
```

Gap between HOMO and LUMO, eV: 11.1
Multiplicity: 1
Net charge: 0
M, g mol⁻¹: 56.07
SMILES: N#CCN

Model 2:
C2H4N2 | ωB97M-V/def2-TZVPD

Geometry as XYZ:
```
8
Properties=species:S:1:pos:R:3:nbo_charge:R:1
C 0.007 1.926 0.801 -0.2340
C -0.006 1.725 -0.376 -0.2420
N -0.021 -1.749 -0.772 -0.3824
N -0.609 -1.828 -1.804 -0.2328
H -0.041 2.099 1.836 0.2335
H 0.092 -0.852 -0.225 0.3213
H 0.042 1.559 -1.412 0.2412
H 0.448 -2.571 -0.307 0.2952
```

Gap between HOMO and LUMO, eV: 9.0
Multiplicity: 1
Net charge: 0
M, g mol⁻¹: 56.07

Model 3:
C2H4N2 | ωB97M-V/def2-TZVPD

Geometry as XYZ:
```
8
Properties=species:S:1:pos:R:3:nbo_charge:R:1
C 0.873 0.541 0.297 -0.6234
C -0.716 -0.450 0.050 -0.0357
N -1.922 0.103 -0.500 -0.0699
N -1.156 -0.439 -1.294 -0.0733
H 0.931 1.379 -0.324 0.2144
H 1.658 -0.242 -0.175 0.2009
H 1.085 0.479 1.320 0.2121
H -0.754 -1.370 0.626 0.1750
```

Gap between HOMO and LUMO, eV: 11.0
Multiplicity: 1
Net charge: 0
M, g mol⁻¹: 56.07
SMILES: CC1N=N1

Model 4:
C2H4N2 | ωB97M-V/def2-TZVPD

Geometry as XYZ:
```
8
Properties=species:S:1:pos:R:3:nbo_charge:R:1
C -0.791 0.414 0.118 -0.2807
C 0.089 -0.598 -0.368 0.1489
N 1.192 -0.280 0.384 -0.4817
N 0.548 0.731 -0.371 -0.2550
H -1.510 0.623 -0.496 0.1990
H -0.884 0.494 1.178 0.1830
H 0.249 -1.361 -1.883 0.1541
H 1.108 -0.023 1.439 0.3324
```

Gap between HOMO and LUMO, eV: 10.1
Multiplicity: 1
Net charge: 0
M, g mol⁻¹: 56.07

Stability, highest: model 1

Model 1:
C2H4N2 | ωB97M-V/def2-TZVPD

Geometry as XYZ:
```
8
Properties=species:S:1:pos:R:3:nbo_charge:R:1
N -0.897 0.080 0.957 -0.7330
N -0.080 -0.826 0.212 -0.2637
C 0.154 -0.414 -1.216 -0.0863
C 1.065 -0.069 -0.365 -0.0687
H -1.139 1.056 0.658 0.3448
H -0.546 -0.005 1.901 0.3598
H -0.364 -0.423 -2.127 0.2247
H 1.806 0.600 -0.020 0.2223
```

Gap between HOMO and LUMO, eV: 9.9
Multiplicity: 1
Net charge: 0
M, g mol⁻¹: 56.07
SMILES: NN1C=C1

Model 2:
C2H4N2 | ωB97M-V/def2-TZVPD

Geometry as XYZ:
```
8
Properties=species:S:1:pos:R:3:nbo_charge:R:1
H -0.729 0.807 0.605 0.2814
N -0.219 1.780 0.556 -0.2828
N -0.723 2.762 0.035 -0.2720
H -1.727 2.639 -0.222 0.2750
C 1.464 -2.012 -0.231 -0.2174
C 0.253 -2.024 -0.261 -0.2605
H 2.517 -2.005 -0.189 0.2362
H -0.836 -1.947 -0.294 0.2401
```

Gap between HOMO and LUMO, eV: 10.1
Multiplicity: 1
Net charge: 0
M, g mol⁻¹: 56.07
SMILES: [H]/N=N\[H].C#C

Model 3:
C2H4N2 | ωB97M-V/def2-TZVPD

Geometry as XYZ:
```
8
Properties=species:S:1:pos:R:3:nbo_charge:R:1
C -2.957 -0.010 0.341 -0.4872
C -1.794 0.217 0.175 -0.1737
N 1.417 0.239 0.339 -0.4713
N 0.601 0.594 -0.618 -0.2169
H -3.973 -0.173 0.575 0.2180
H 1.573 -0.727 0.610 0.3770
H 1.587 0.953 1.036 0.3905
H 0.348 -0.190 -1.217 0.3635
```

Gap between HOMO and LUMO (spin up / spin down), eV: 8.6 / 7.4
Multiplicity: 1
Net charge: 0
M, g mol⁻¹: 56.07

Model 4:
C2H4N2 | ωB97M-V/def2-TZVPD

Geometry as XYZ:
```
8
Properties=species:S:1:pos:R:3:nbo_charge:R:1
C 1.665 0.117 -0.087 -0.1081
N 0.497 -0.488 0.088 -0.2964
N -0.520 0.630 -0.008 -0.3050
C -1.590 -0.046 -0.019 -0.0698
H 1.526 1.317 0.298 0.1979
H 2.673 -0.421 -0.170 0.2076
H -1.488 -1.223 0.048 0.1701
H -2.763 0.115 -0.151 0.2037
```

Gap between HOMO and LUMO, eV: 10.9
Multiplicity: 1
Net charge: 0
M, g mol⁻¹: 56.07
SMILES: C=NN=C

Stability, highest: model 4

Model 1:
C7H12N2 | ωB97M-V/def2-TZVPD

Geometry as XYZ:
```
21
Properties=species:S:1:pos:R:3:nbo_charge:R:1
C 2.070 -0.193 0.891 -0.7092
C 2.251 0.859 -0.059 -0.1611
C 1.368 1.408 -0.862 -0.2359
C -0.192 1.235 -0.655 -0.3166
C -0.788 1.070 0.741 0.0833
N -1.268 0.004 1.103 -0.2303
N -0.849 -0.914 0.092 -0.3489
C -1.841 -1.947 0.144 -0.4368
C -0.854 -0.205 -1.234 -0.2249
H 1.912 0.270 2.088 0.2238
H 1.025 -0.861 0.465 0.2678
H 2.976 -0.908 0.998 0.2307
H 3.334 1.336 0.161 0.2004
H 1.460 2.316 -1.380 0.2112
H -0.878 1.914 -1.145 0.2338
H -0.696 1.839 1.429 0.1900
H -1.649 -2.518 1.202 0.2228
H -2.958 -1.447 0.304 0.1803
H -2.077 -2.713 -0.837 0.2217
H -0.317 -0.700 -2.028 0.2271
H -2.029 0.153 -1.419 0.1706
```

Gap between HOMO and LUMO, eV: 9.7
Multiplicity: 1
Net charge: 0
M, g mol⁻¹: 124.19
SMILES: C/C=C\[C@@H]1C=NN(C)C1

Model 2:
C7H12N2 | ωB97M-V/def2-TZVPD

Geometry as XYZ:
```
21
Properties=species:S:1:pos:R:3:nbo_charge:R:1
C -0.855 -0.056 0.198 0.1085
C -0.398 -1.265 -0.757 -0.4294
C 1.026 -1.292 -0.654 -0.4323
C 1.348 0.252 -0.588 -0.2302
C 1.123 0.853 0.874 -0.0808
C 0.073 0.035 1.490 -0.4216
C -0.152 0.926 -0.647 -0.0692
H -2.680 0.465 -0.728 0.3671
H -3.052 -0.343 0.711 0.3580
H -0.797 -1.087 -1.816 0.2132
H -0.500 -2.417 -0.341 0.2090
H 1.618 -1.827 -1.544 0.2327
H 1.298 -1.625 0.460 0.2052
H 2.053 0.919 -1.130 0.2232
H 1.801 1.270 1.625 0.2129
H 0.516 -0.876 1.763 0.1963
H -0.493 0.370 2.399 0.2412
H 0.892 2.493 -0.191 0.3359
H -0.827 0.939 -1.547 0.2045
N -2.226 0.355 0.202 -0.8374
N 0.231 1.911 0.222 -0.6069
```

Gap between HOMO and LUMO, eV: 9.4
Multiplicity: 1
Net charge: 0
M, g mol⁻¹: 124.19

Stability, highest: model 2

Model 1:
C3H12O4 | ωB97M-V/def2-TZVPD

Geometry as XYZ:
```
19
Properties=species:S:1:pos:R:3:nbo_charge:R:1
C 1.610 -0.676 2.571 -0.3929
C 1.009 -1.043 1.448 -0.1856
C 1.729 -1.549 0.229 -0.1022
O 1.628 -0.647 -0.832 -0.7146
H 1.103 -0.535 3.504 0.2045
H 2.688 -0.759 2.622 0.1867
H -0.025 -0.793 1.210 0.2004
H 1.227 -2.503 0.018 0.1675
H 2.728 -1.840 0.532 0.1557
H 1.644 -1.095 -1.686 0.4786
O -0.418 1.970 0.679 -0.9567
H 0.414 2.067 1.154 0.4718
H -0.275 1.216 0.093 0.4855
O -4.539 0.040 -1.332 -0.9353
H -5.070 0.559 -0.714 0.4678
H -4.030 0.705 -1.806 0.4675
O -0.318 1.344 -2.335 -0.9430
H -0.469 2.270 -2.114 0.4777
H -0.635 1.269 -3.242 0.4668
```

Gap between HOMO and LUMO, eV: 10.3
Multiplicity: 1
Net charge: 0
M, g mol⁻¹: 112.12
SMILES: C=CCO.O.O.O

Model 2:
C3H12O4 | ωB97M-V/def2-TZVPD

Geometry as XYZ:
```
19
Properties=species:S:1:pos:R:3:nbo_charge:R:1
C -1.772 -0.933 -1.305 -0.7586
C -2.022 -0.345 0.064 0.2754
C -0.997 0.393 0.713 0.2113
O -1.069 1.027 1.764 -0.3941
H -0.753 -0.606 -1.535 0.3226
H -2.472 -0.498 -2.026 0.2865
H -1.840 -2.021 -1.207 0.2707
H -2.890 -0.550 0.695 0.2144
H -0.041 0.388 0.149 0.2575
H 1.545 2.062 0.996 0.0336
H 1.391 -0.233 1.423 0.4974
H 0.243 0.107 2.354 0.4495
O 0.953 -0.532 2.234 -0.9625
H 2.848 -0.984 -0.134 0.4392
H 1.172 2.204 0.371 -0.0347
O 2.617 -0.066 0.047 -1.0838
H 1.605 0.215 -0.881 0.5100
H 0.821 0.252 -2.328 0.4803
O 0.659 0.119 -1.391 -1.0146
```

Gap between HOMO and LUMO, eV: 3.9
Multiplicity: 1
Net charge: 0
M, g mol⁻¹: 112.12

Model 3:
C3H12O4 | ωB97M-V/def2-TZVPD

Geometry as XYZ:
```
19
Properties=species:S:1:pos:R:3:nbo_charge:R:1
C -3.477 -0.411 0.456 -0.6230
C -2.487 0.731 0.343 -0.2992
C -1.171 0.561 0.501 0.1425
O -0.280 0.919 -0.473 -0.7056
H -4.406 -0.109 0.940 0.2060
H -2.965 -1.267 0.894 0.2050
H -3.724 -0.739 -0.555 0.2129
H -2.855 1.601 -0.194 0.1963
H -0.727 -0.098 1.248 0.1462
H 0.628 0.919 -0.126 0.5044
O 1.978 1.394 1.133 -0.9657
H 2.794 1.031 0.757 0.5001
H 2.110 1.361 2.083 0.4792
O 1.652 -1.744 -0.807 -0.9616
H 0.832 -1.233 -0.793 0.4968
H 1.453 -2.568 -1.259 0.4866
O 3.415 0.234 -1.320 -0.9901
H 2.955 -0.607 -1.133 0.4983
H 4.273 0.026 -1.695 0.4709
```

Gap between HOMO and LUMO, eV: 8.5
Multiplicity: 1
Net charge: 0
M, g mol⁻¹: 112.12
SMILES: C/C=C/O.O.O.O

Model 4:
C3H12O4 | ωB97M-V/def2-TZVPD

Geometry as XYZ:
```
19
Properties=species:S:1:pos:R:3:nbo_charge:R:1
C -1.938 -3.010 0.979 -0.6251
C -1.723 -1.568 1.423 -0.5185
C -0.453 -0.916 0.963 0.4278
O -0.213 0.216 1.326 -0.5564
H -1.483 -3.344 0.063 0.2215
H -3.008 -3.204 1.032 0.2194
H -1.598 -3.638 1.835 0.2109
H -2.561 -0.985 0.936 0.2420
H -1.717 -1.320 2.537 0.2486
H 0.291 -1.272 0.212 0.1310
O 3.631 1.530 -1.559 -0.9734
H 2.696 1.833 -1.392 0.4880
H 3.850 0.944 -0.828 0.4614
O -0.200 2.292 -2.210 -0.9437
H 0.579 1.779 -2.477 0.4743
H -0.285 2.916 -2.942 0.4716
O 1.764 2.613 -0.063 -0.9637
H 1.354 2.028 0.591 0.4934
H 1.015 3.105 -0.424 0.4908
```

Gap between HOMO and LUMO, eV: 10.7
Multiplicity: 1
Net charge: 0
M, g mol⁻¹: 112.12
SMILES: CCC=O.O.O.O

Stability, highest: model 4